C4H9NO2 | wB97M-V/def2-TZVPD

```
16
Properties=species:S:1:pos:R:3:forces:R:3
H -1.846 -0.373 0.235 0.14 -1.61 0.19
H 1.796 0.675 -0.297 -0.17 0.49 0.31
O 2.910 -0.537 0.890 -1.16 0.93 0.72
H 1.135 -1.019 -0.855 -1.93 -1.09 0.37
N -1.674 -0.018 1.647 -0.07 -2.91 1.04
H -0.179 1.319 -1.254 0.73 0.13 0.11
H -0.598 0.800 0.652 0.68 -1.53 -1.26
H 0.561 -1.925 0.613 0.45 -0.15 0.57
H -2.202 0.811 1.589 -0.67 2.03 -0.69
O -0.226 -0.309 -2.516 -0.58 0.11 2.61
H -1.693 0.666 -1.536 -0.86 0.31 -0.06
C -0.664 0.342 -1.322 -1.78 2.09 -5.23
C 0.608 -0.955 0.137 0.75 -0.21 0.24
H 1.118 0.691 1.304 0.29 0.78 1.71
C 1.674 0.064 0.627 2.04 -1.78 -1.10
C -0.720 -0.234 0.085 2.15 2.40 0.46
```
Forces are in eV/Å.

- Molecular weight: 103.12 Da
- Total energy: -362.62788 Ha
- HOMO energy: 1.2 eV
- Strongest force on any atom: 5.904 eV Å⁻¹
- Net charge: -2
- 2S+1: 1
- ΔE to the lowest compared entry with this formula, charge and spin: 747.1 kJ/mol
- LUMO level: 6.9329 eV



C27H14AuBrClF4INOP | wB97M-V/def2-TZVPD

```
52
Properties=species:S:1:pos:R:3:forces:R:3
C 2.237 -0.969 2.974 -0.03 -0.02 -0.04
C -4.590 -1.840 -1.680 0.23 0.08 0.08
H 1.746 -1.821 2.523 -0.01 -0.03 0.00
C 2.355 1.312 3.173 -0.05 0.07 -0.02
C 1.784 2.607 2.766 -0.01 -0.05 0.02
C 0.343 -4.083 -1.391 0.05 0.04 -0.03
C 3.985 2.473 4.548 0.02 0.03 0.03
H -1.422 4.294 -2.554 0.00 0.02 0.00
C -0.368 -2.963 -0.990 0.00 0.01 -0.03
F -6.614 -2.061 -0.506 -0.02 -0.03 -0.04
P -0.802 -0.206 -0.799 -0.26 -0.19 -0.08
H 2.751 -2.562 -3.223 0.00 0.00 -0.01
C 2.391 3.795 3.302 0.18 -0.10 0.15
C -0.986 0.955 -2.163 0.05 0.15 0.03
C 1.162 -1.552 -2.210 -0.04 0.01 -0.02
F -2.615 -1.622 -2.811 0.02 -0.04 0.11
C 3.467 3.700 4.173 -0.05 -0.05 -0.05
C 3.918 -0.036 4.391 -0.04 0.01 -0.02
C -3.354 -0.685 0.540 -0.39 -0.16 -0.15
C 3.312 -1.142 3.846 -0.01 0.00 0.00
C -1.315 3.252 -2.819 0.00 -0.03 -0.02
C 1.462 -3.939 -2.201 -0.02 -0.02 0.02
I 1.650 5.621 2.768 -0.08 0.10 -0.06
Br -2.811 0.019 2.135 0.07 0.13 0.28
C -1.344 2.862 -4.150 -0.02 -0.01 -0.01
H 3.653 -2.139 4.081 0.01 -0.01 0.00
C -2.565 -0.820 -0.602 0.12 0.09 0.12
C 0.023 -1.694 -1.419 0.07 0.01 0.15
C -4.745 -1.118 0.552 0.16 0.03 -0.11
F -5.049 -2.359 -2.768 -0.12 -0.05 -0.02
C 1.873 -2.676 -2.602 -0.01 0.00 0.01
H -0.876 -0.465 -3.787 0.08 0.02 -0.01
H 4.753 -0.138 5.070 0.01 0.00 0.00
C -5.362 -1.691 -0.553 0.07 0.08 0.11
C 3.437 1.238 4.051 0.02 -0.01 0.02
O 0.812 2.633 1.993 -0.13 0.18 -0.03
C -1.009 0.570 -3.506 0.06 -0.01 -0.03
H -1.484 3.603 -4.924 0.01 0.00 -0.01
H -1.224 -3.094 -0.338 -0.03 0.02 0.01
H -1.189 1.226 -5.533 0.00 -0.01 -0.02
C -1.127 2.304 -1.827 0.02 0.00 0.03
H 1.495 -0.572 -2.529 -0.02 0.03 0.00
H 0.026 -5.065 -1.069 0.00 -0.02 0.01
H 3.919 4.596 4.574 0.01 0.03 0.01
F -5.440 -0.960 1.632 -0.04 -0.03 -0.02
H -1.073 2.614 -0.789 0.00 -0.01 -0.01
H 2.015 -4.812 -2.516 0.01 -0.01 -0.01
C -1.184 1.524 -4.494 -0.01 0.08 0.06
Cl 5.301 2.428 5.624 -0.02 -0.01 -0.02
N 1.767 0.226 2.646 -0.03 0.05 0.04
Au 0.123 0.637 1.069 0.37 -0.28 -0.24
C -3.210 -1.408 -1.676 -0.23 -0.10 -0.17
```
Forces are in eV/Å.

- Molecular weight: 914.61 Da
- Total energy: -5375.07540 Ha
- HOMO energy (spin up / spin down): -13.3 / -14.0 eV
- Strongest force on any atom: 0.523 eV Å⁻¹
- Net charge: +2
- ⟨S²⟩: 2.050
- 2S+1: 3
- ΔE to the lowest compared entry with this formula, charge and spin: 106.4 kJ/mol
- LUMO level (spin up / spin down): -6.5204 / -10.2764 eV



C8H13N3O6 | wB97M-V/def2-TZVPD

```
30
Properties=species:S:1:pos:R:3:forces:R:3
H 4.441 1.638 0.430 0.28 -2.81 -0.24
H 3.363 0.820 1.386 2.03 -1.17 -0.98
H -0.620 1.202 1.752 2.90 -0.75 -4.50
C 2.971 -1.540 0.296 1.58 -0.70 1.54
H -2.743 0.158 1.581 0.65 0.05 -0.07
N 1.372 -0.706 -1.471 2.19 -0.77 -0.08
N 4.251 0.620 0.754 -2.79 1.78 0.65
O 1.674 0.982 1.785 0.24 -2.34 -3.76
C -2.079 1.568 -0.453 0.70 -0.55 -2.74
H -1.602 -1.285 1.560 -0.90 1.41 -1.40
H -0.833 -0.180 -0.934 -1.37 -0.14 -0.11
N -0.105 0.818 0.515 0.18 2.17 7.30
C 4.033 -0.428 -0.169 0.94 1.00 0.68
H 3.128 -2.261 1.338 -0.44 3.11 -2.38
C 1.205 0.414 0.719 -1.55 1.12 4.34
C -1.252 0.335 -0.043 -1.84 -1.61 -1.54
H 2.385 -0.549 -1.724 -1.22 0.79 -0.33
H 2.968 -2.370 -0.388 0.61 -0.18 -0.79
O -3.287 1.717 -0.492 2.12 0.04 0.75
C -2.147 -0.482 0.909 -1.80 -2.84 -0.39
C 1.611 -0.929 -0.005 -0.46 1.18 0.72
O -3.492 -1.639 -1.081 1.07 1.87 3.90
H 1.272 -1.533 -2.103 -0.61 0.17 1.48
O -1.140 2.421 -1.043 -4.62 2.49 1.31
O 4.575 -0.430 -1.268 -0.90 -0.63 0.86
C -3.422 -1.236 0.105 -0.58 -1.30 -1.94
H -1.784 3.248 -1.042 2.28 -1.65 -0.80
O -4.540 -1.439 0.929 -1.59 0.43 -3.99
H 0.954 -1.546 0.599 -0.95 -0.53 -0.80
H -5.391 -1.582 0.161 3.85 0.35 3.31
```
Forces are in eV/Å.

- Molecular weight: 247.21 Da
- Total energy: -928.19376 Ha
- HOMO energy: -9.8 eV
- Strongest force on any atom: 7.613 eV Å⁻¹
- 2S+1: 1
- ΔE to the lowest compared entry with this formula, charge and spin: 680.9 kJ/mol
- LUMO level: -0.2657 eV



C17H23ClN2Tc | wB97M-V/def2-TZVPD

```
44
Properties=species:S:1:pos:R:3:forces:R:3
H -0.201 -0.101 2.837 -0.12 0.05 -0.22
C -1.177 2.318 0.719 0.20 -0.69 0.12
C -2.229 -2.286 -0.661 -0.69 1.16 0.29
H -4.167 -3.181 -1.163 -0.24 -0.22 0.01
H -5.080 -0.651 -0.661 -0.04 -0.02 0.04
H 0.242 -2.164 -2.398 0.05 0.45 0.42
H -1.505 -3.074 -0.815 -0.14 0.20 0.23
C 0.789 1.220 1.321 -0.06 1.66 0.62
H -2.575 -0.216 -5.101 0.11 0.15 0.07
H -3.018 0.734 -0.238 0.23 -0.93 0.12
C -1.902 1.796 -4.535 -0.81 0.66 -1.93
H -3.834 2.718 -5.162 0.51 -0.23 0.09
N -1.892 -1.029 -0.273 0.77 0.62 -0.56
H 0.054 2.495 -5.155 -0.20 0.10 0.01
N -3.025 -0.292 -0.288 -0.70 -0.33 0.13
H -1.257 3.332 -5.995 -0.19 -0.26 0.19
H -1.836 3.087 0.315 0.11 -0.34 0.02
H -2.242 0.815 -6.484 -0.01 0.28 0.27
C -3.340 2.315 -4.264 0.28 -0.14 0.29
H 1.786 0.082 -2.626 -0.28 -0.19 0.48
H -2.448 1.290 2.229 0.19 -0.30 -0.41
C -4.089 -1.065 -0.587 0.62 0.36 -0.37
C -1.907 0.570 -5.470 0.03 0.01 0.14
C 2.223 -0.245 -0.443 0.77 -0.76 -0.23
Tc 0.120 -0.163 -0.035 -4.11 0.83 -1.87
H 1.850 1.119 1.500 -0.27 0.25 0.50
C 0.795 -1.674 -1.591 0.92 -0.21 0.54
Cl -1.136 1.287 -2.996 0.14 -0.57 1.41
C -3.604 -2.329 -0.848 -0.01 -0.45 -0.05
C -1.510 1.336 1.674 0.48 0.80 0.37
H 2.010 -1.336 1.548 0.30 -0.04 -0.10
H 2.940 0.540 -0.248 -0.08 -0.03 0.02
H 0.795 2.845 -0.261 -0.33 -0.32 0.23
C 0.215 2.199 0.405 0.14 -0.45 0.64
C 0.896 -2.146 -0.218 1.14 -0.33 -0.79
H -0.911 3.720 -4.302 -0.04 -0.18 -0.17
C 1.786 -1.261 0.494 0.70 -0.96 -0.77
H 0.430 -3.033 0.200 0.04 0.25 -0.07
H -0.901 0.153 -5.566 -0.08 0.07 0.05
H -3.983 1.508 -3.890 0.20 0.10 -0.04
H -3.328 3.121 -3.522 0.06 -0.13 -0.11
C -0.957 2.902 -5.032 0.04 0.08 -0.04
C -0.312 0.574 1.993 0.30 0.87 0.32
C 1.629 -0.507 -1.716 0.05 -0.87 0.13
```
Forces are in eV/Å.

- Molecular weight: 388.84 Da
- Total energy: -1311.40430 Ha
- HOMO energy (spin up / spin down): -15.3 / -16.3 eV
- Strongest force on any atom: 4.591 eV Å⁻¹
- Net charge: +2
- ⟨S²⟩: 3.782
- 2S+1: 4
- ΔE to the lowest compared entry with this formula, charge and spin: 31.1 kJ/mol
- LUMO level (spin up / spin down): -7.6071 / -9.3688 eV



C5H17NO2 | wB97M-V/def2-TZVPD

```
25
Properties=species:S:1:pos:R:3:forces:R:3
H 2.207 -0.346 -0.675 -0.38 0.86 0.23
H 0.367 1.334 1.039 0.09 1.04 0.61
H -1.611 2.252 0.421 0.76 1.23 -1.17
H -1.164 -2.498 -0.450 0.70 0.19 -1.22
O 0.847 -0.208 2.551 -0.20 -1.28 0.28
H 1.380 2.561 0.281 0.33 -0.77 -1.12
O -0.704 -1.990 1.767 -2.85 3.18 -3.12
H -1.331 -0.599 0.760 1.64 -3.10 1.72
H -1.606 -1.655 1.968 0.06 -1.02 1.07
H 0.749 -0.578 0.465 1.04 -0.28 0.45
N 0.372 0.837 -0.856 5.16 3.04 0.20
H 0.698 1.276 -1.715 -1.06 -0.55 -1.14
H -0.765 3.868 0.386 0.55 -1.32 0.20
C 0.633 -1.521 -1.505 0.10 -0.96 0.90
H -1.315 -0.881 -1.113 -0.58 -0.61 -0.53
C -0.760 2.841 -0.080 -1.78 0.59 1.86
C 1.108 -0.354 -0.523 -2.76 -2.29 -1.30
C 0.461 1.962 0.144 -2.20 -1.42 0.94
H 1.233 -2.406 -1.226 -0.11 0.41 -0.22
C -0.902 -1.905 -1.368 0.97 1.78 1.70
H -1.351 -2.300 -2.264 -0.05 -0.03 -0.23
H 0.946 -1.240 -2.513 -0.37 -0.08 -0.06
H 0.270 -1.002 2.239 0.92 1.44 0.85
H -0.989 3.149 -1.092 0.02 -0.73 -0.56
H 1.230 -0.597 3.359 0.01 0.65 -0.33
```
Forces are in eV/Å.

- Molecular weight: 123.20 Da
- Total energy: -405.38301 Ha
- HOMO energy (spin up / spin down): -14.2 / -14.2 eV
- Strongest force on any atom: 5.992 eV Å⁻¹
- Net charge: +1
- ⟨S²⟩: 0.755
- 2S+1: 2
- ΔE to the lowest compared entry with this formula, charge and spin: 635.1 kJ/mol
- LUMO level (spin up / spin down): -6.6820 / -8.3912 eV



C9H22IO2P | wB97M-V/def2-TZVPD

```
35
Properties=species:S:1:pos:R:3:forces:R:3
C 2.930 -1.508 -5.015 -0.49 -0.19 -0.03
H -1.981 2.523 2.056 -0.10 -0.52 0.20
H -1.387 -0.271 3.973 0.84 1.75 -1.00
H 0.338 -0.278 -1.622 -0.34 0.00 -0.20
H -0.221 0.129 2.540 -1.50 1.14 1.57
H 0.064 -2.930 -1.959 -0.11 0.14 -0.23
C -0.336 1.868 4.092 -0.14 -0.33 -0.03
C -1.016 0.609 3.290 1.47 -0.19 0.36
C 2.675 -0.859 -3.681 -1.25 -0.13 0.62
H -0.157 2.720 3.274 -0.23 -1.71 1.81
O 1.586 -0.960 -3.118 1.58 -0.01 -0.87
H -0.989 0.552 -0.779 -0.06 -0.18 -0.12
C -1.009 -2.779 -1.819 -0.20 -0.39 0.35
H 2.027 -2.035 -5.340 0.20 0.13 0.09
C -1.247 -1.558 -0.971 -0.65 0.06 1.17
C -1.283 2.547 5.248 1.15 2.07 -1.23
H -0.600 3.241 5.938 -1.61 -1.74 -1.37
H 3.176 -0.745 -5.758 0.20 -0.11 0.05
H -1.232 -0.010 -2.448 0.26 -0.07 -0.07
C 3.805 -0.080 -3.061 -0.28 0.13 0.42
O -1.829 -1.635 0.110 0.69 -0.09 -1.23
H 4.659 -0.739 -2.886 0.05 0.14 -0.18
H -1.506 -2.662 -2.785 0.25 0.04 -0.04
H 3.477 0.333 -2.101 0.06 -0.10 -0.22
P -2.564 1.200 2.267 0.89 -0.63 -0.32
H -2.241 0.202 1.245 -0.46 0.64 0.69
H -3.726 1.648 1.511 -0.16 0.01 0.11
H 3.745 -2.231 -4.926 0.08 0.19 -0.11
H -2.047 3.293 4.725 1.34 -1.90 1.30
H -3.368 0.864 3.417 -0.11 0.21 -0.45
H 4.090 0.746 -3.717 0.17 -0.16 -0.01
H 0.687 1.572 4.580 -1.93 0.59 -1.00
I -2.350 1.130 6.528 0.50 0.73 -0.55
H -1.424 -3.658 -1.315 0.05 0.22 -0.08
C -0.746 -0.239 -1.496 -0.15 0.30 0.59
```
Forces are in eV/Å.

- Molecular weight: 320.15 Da
- Total energy: -1145.47569 Ha
- HOMO energy: -7.6 eV
- Strongest force on any atom: 2.737 eV Å⁻¹
- SMILES: [PH4]CCCI.CC(C)=O.CC(C)=O
- 2S+1: 1
- LUMO level: 0.5722 eV



Look up the 2S+1 of the fifth one.
2



The highest total energy belongs to which entry?
C4H9NO2



Please write out number 4 again, unchanged.
C17H23ClN2Tc | wB97M-V/def2-TZVPD

```
44
Properties=species:S:1:pos:R:3:forces:R:3
H -0.201 -0.101 2.837 -0.12 0.05 -0.22
C -1.177 2.318 0.719 0.20 -0.69 0.12
C -2.229 -2.286 -0.661 -0.69 1.16 0.29
H -4.167 -3.181 -1.163 -0.24 -0.22 0.01
H -5.080 -0.651 -0.661 -0.04 -0.02 0.04
H 0.242 -2.164 -2.398 0.05 0.45 0.42
H -1.505 -3.074 -0.815 -0.14 0.20 0.23
C 0.789 1.220 1.321 -0.06 1.66 0.62
H -2.575 -0.216 -5.101 0.11 0.15 0.07
H -3.018 0.734 -0.238 0.23 -0.93 0.12
C -1.902 1.796 -4.535 -0.81 0.66 -1.93
H -3.834 2.718 -5.162 0.51 -0.23 0.09
N -1.892 -1.029 -0.273 0.77 0.62 -0.56
H 0.054 2.495 -5.155 -0.20 0.10 0.01
N -3.025 -0.292 -0.288 -0.70 -0.33 0.13
H -1.257 3.332 -5.995 -0.19 -0.26 0.19
H -1.836 3.087 0.315 0.11 -0.34 0.02
H -2.242 0.815 -6.484 -0.01 0.28 0.27
C -3.340 2.315 -4.264 0.28 -0.14 0.29
H 1.786 0.082 -2.626 -0.28 -0.19 0.48
H -2.448 1.290 2.229 0.19 -0.30 -0.41
C -4.089 -1.065 -0.587 0.62 0.36 -0.37
C -1.907 0.570 -5.470 0.03 0.01 0.14
C 2.223 -0.245 -0.443 0.77 -0.76 -0.23
Tc 0.120 -0.163 -0.035 -4.11 0.83 -1.87
H 1.850 1.119 1.500 -0.27 0.25 0.50
C 0.795 -1.674 -1.591 0.92 -0.21 0.54
Cl -1.136 1.287 -2.996 0.14 -0.57 1.41
C -3.604 -2.329 -0.848 -0.01 -0.45 -0.05
C -1.510 1.336 1.674 0.48 0.80 0.37
H 2.010 -1.336 1.548 0.30 -0.04 -0.10
H 2.940 0.540 -0.248 -0.08 -0.03 0.02
H 0.795 2.845 -0.261 -0.33 -0.32 0.23
C 0.215 2.199 0.405 0.14 -0.45 0.64
C 0.896 -2.146 -0.218 1.14 -0.33 -0.79
H -0.911 3.720 -4.302 -0.04 -0.18 -0.17
C 1.786 -1.261 0.494 0.70 -0.96 -0.77
H 0.430 -3.033 0.200 0.04 0.25 -0.07
H -0.901 0.153 -5.566 -0.08 0.07 0.05
H -3.983 1.508 -3.890 0.20 0.10 -0.04
H -3.328 3.121 -3.522 0.06 -0.13 -0.11
C -0.957 2.902 -5.032 0.04 0.08 -0.04
C -0.312 0.574 1.993 0.30 0.87 0.32
C 1.629 -0.507 -1.716 0.05 -0.87 0.13
```
Forces are in eV/Å.

- Molecular weight: 388.84 Da
- Total energy: -1311.40430 Ha
- HOMO energy (spin up / spin down): -15.3 / -16.3 eV
- Strongest force on any atom: 4.591 eV Å⁻¹
- Net charge: +2
- ⟨S²⟩: 3.782
- 2S+1: 4
- ΔE to the lowest compared entry with this formula, charge and spin: 31.1 kJ/mol
- LUMO level (spin up / spin down): -7.6071 / -9.3688 eV



Number 4 is which compound?
C17H23ClN2Tc